Entry 1:
Here is a molecular structure, C25H25GaN2P at a distorted geometry from the Open Molecules 2025 dataset. Energies are from ωB97M-V/def2-TZVPD.

Calculated values
Lowest unoccupied orbital energy (spin up / spin down)   1.831 / 1.827 eV
Maximum force   0.1109 hartree/bohr
Charge   -1

CARTESIAN COORDINATES (ANGSTROEM)
Ga  -0.909591  -1.452861  -1.764864
P  0.048310  -0.806404  0.779295
N  0.221116  -1.896901  -0.364232
N  -2.834660  -1.014779  -1.901478
C  2.982392  1.866041  -0.216510
C  1.655035  -2.203372  -3.096501
C  -0.315036  -0.852116  3.573555
C  0.112222  -2.865343  4.845343
C  -1.100433  1.798917  -3.687667
C  -0.090838  2.598431  -3.067436
C  -0.018802  -1.593335  2.407048
C  -3.706583  1.949515  0.797248
C  1.177300  2.137279  -3.538553
C  3.620845  2.160769  1.012677
C  0.233457  -2.295285  -3.096740
C  -1.418876  0.325210  0.857220
C  3.196483  1.502543  2.183009
C  -1.425054  1.527797  0.116907
C  -2.564136  2.340568  0.081249
C  2.146098  0.570882  2.123380
C  0.943633  1.058357  -4.450845
C  0.316863  -2.952077  2.436464
C  -0.466947  0.854626  -4.549917
C  1.460654  0.363566  0.909967
C  -3.699877  0.765688  1.556472
C  1.933040  0.930925  -0.294568
C  0.377230  -3.593252  3.676003
C  -0.236600  -1.508369  4.806143
C  -2.572780  -0.064948  1.579380
H  -2.564549  3.274695  -0.510041
H  1.699836  0.479302  -4.983286
H  -3.186874  -1.936204  -1.550104
H  0.524559  -3.458087  1.471596
H  -0.448243  -0.933112  5.705496
H  -0.328418  -3.273077  -2.815079
H  0.639603  -4.656117  3.706879
H  0.174924  -3.357124  5.815864
H  -0.358073  -1.585036  -3.808630
H  1.779036  0.045083  3.014802
H  -2.173503  1.866142  -3.516912
H  -0.503986  1.858152  -0.387347
H  -0.566410  0.212241  3.494956
H  2.150948  2.529171  -3.230611
H  1.417267  0.673645  -1.248608
H  2.146259  -2.855522  -2.322866
H  -0.249156  3.419943  -2.359731
H  2.079850  -1.160399  -3.280551
H  3.661204  1.737833  3.146618
H  -4.565282  0.483983  2.173346
H  3.293027  2.388622  -1.125991
H  -0.966287  0.084145  -5.148735
H  4.428887  2.912598  1.086029
H  -2.539118  -0.976879  2.208536
H  -4.609961  2.573956  0.752335

Force components x, y, z for each atom (eV/Å):
-4.970 1.874 2.077
-0.092 0.123 0.196
-0.271 1.406 0.891
2.852 -1.183 0.003
0.108 -0.053 0.140
-3.378 1.264 2.665
0.370 -0.957 -0.129
-0.013 -0.082 -0.015
0.578 -0.077 0.043
0.151 -0.712 -0.551
0.116 0.141 0.186
0.233 -0.132 -0.110
-0.575 -0.350 -0.174
-0.598 -0.337 0.039
2.872 -1.767 -4.381
-0.356 0.013 -0.233
-0.112 -0.080 -0.389
0.224 -0.103 0.439
-0.182 -0.220 0.127
-0.343 0.594 -0.364
-0.265 0.314 0.489
-0.098 0.282 0.177
0.338 0.329 0.714
0.744 -0.548 -0.223
0.186 -0.092 0.113
-0.121 0.313 0.694
-0.029 0.162 0.027
-0.020 0.143 -0.629
0.388 0.448 -0.162
0.035 -0.700 0.392
-0.106 0.245 0.065
0.099 0.389 -0.062
-0.168 0.355 0.792
0.075 -0.327 -0.014
1.300 1.416 -0.562
-0.114 0.418 0.196
-0.014 0.031 -0.226
1.174 -1.099 0.812
0.493 0.436 -0.369
0.265 -0.013 -0.018
-0.637 -0.219 0.039
0.056 -0.507 0.090
-0.289 -0.104 -0.218
0.645 0.515 0.623
-0.086 0.434 -1.358
0.026 -0.312 -0.289
-0.388 -1.646 -0.406
-0.080 -0.182 -0.391
0.309 0.191 -0.452
-0.071 -0.257 0.295
0.129 0.421 0.162
-0.580 -0.533 -0.234
-0.246 0.662 -0.637
0.439 -0.326 0.112


Entry 2:
Here is a molecular structure, C25H25IN3O4STeW at a distorted geometry from the Open Molecules 2025 dataset. Energies are from ωB97M-V/def2-TZVPD.

Calculated values
Lowest unoccupied orbital energy (spin up / spin down)   -3.799 / -3.798 eV
Maximum force   0.0261 hartree/bohr
Charge   +1

CARTESIAN COORDINATES (ANGSTROEM)
W  -0.941883  -0.471136  -1.259575
I  5.267152  1.054139  -1.246347
Te  -0.465322  3.066879  -1.871924
S  -1.089531  -1.930987  1.705962
O  0.659457  2.654354  0.977494
O  -1.798194  -1.437158  2.855374
O  -1.729573  -2.878767  0.836288
O  -0.900274  1.698030  -0.345878
N  1.904283  -1.321969  -2.009015
N  -0.606535  -0.659994  0.770083
N  1.249776  -0.264535  -1.485799
C  0.112774  6.842807  0.182282
C  -2.163503  0.264898  -3.164270
C  2.612097  -4.008456  3.309078
C  -0.954274  7.592928  -0.304787
C  3.463263  0.121062  -1.507474
C  -2.080433  -2.309599  -2.055228
C  -4.185580  -1.910163  -0.739733
C  0.382302  -3.121740  3.617583
C  -1.888525  7.019713  -1.152617
C  2.596053  -3.534818  1.996986
C  0.262846  5.516632  -0.186340
C  -1.765361  5.682418  -1.509782
C  0.388025  -2.669391  2.305943
C  3.226546  -1.134668  -2.030878
C  -3.084575  -1.452620  -1.643041
C  -1.244716  -0.626903  -3.647927
C  -1.051718  -1.876179  -2.973543
C  -0.684145  4.940619  -1.033024
C  -0.156519  0.476595  1.569640
C  -0.054453  1.727702  0.744194
C  3.821531  -4.712425  3.861282
C  1.492226  -3.794017  4.105167
C  1.495015  -2.871828  1.488200
C  2.201435  0.626381  -1.195658
C  -2.992841  -0.078647  -2.030785
H  1.487800  -4.154706  5.126726
H  -4.454465  -1.137838  -0.018772
H  -2.721293  7.601937  -1.524429
H  -2.072479  -3.328011  -1.694189
H  1.365333  -2.129836  -2.275668
H  -5.061859  -2.110334  -1.361006
H  -1.057180  8.631187  -0.016961
H  -0.480612  -2.946462  4.245220
H  3.464927  -3.693413  1.368773
H  0.835285  7.297729  0.847034
H  1.093235  4.933722  0.182854
H  3.897612  -1.891601  -2.401956
H  -0.618352  -0.353694  -4.487218
H  -0.378456  -2.615024  -3.387761
H  -2.510865  5.222539  -2.144776
H  0.829982  0.317631  2.010430
H  -2.287628  1.230939  -3.629249
H  4.477110  -4.006150  4.374996
H  1.963682  1.585843  -0.767153
H  -3.911846  -2.810543  -0.198934
H  -0.856691  0.677397  2.385666
H  4.401392  -5.186988  3.070494
H  3.535942  -5.477483  4.582262
H  -3.729427  0.632079  -1.685494
H  1.492051  -2.508048  0.467158

Force components x, y, z for each atom (eV/Å):
0.215 0.850 1.017
0.120 0.055 0.015
0.075 -0.231 -0.044
-0.187 -0.293 0.154
0.045 0.116 -0.020
-0.090 0.098 -0.163
0.006 0.033 -0.056
0.930 -0.230 -0.072
-0.076 -0.013 0.078
-0.643 -0.283 -0.771
-0.184 0.141 -0.446
0.015 -0.021 0.007
-0.174 0.029 -0.025
0.049 -0.020 0.000
0.022 -0.020 0.002
-0.132 -0.102 -0.084
0.186 -0.280 0.109
0.041 0.068 0.068
0.113 -0.012 0.025
-0.019 -0.069 -0.006
0.103 -0.027 -0.007
-0.027 0.130 -0.048
-0.021 0.188 0.152
0.195 0.054 0.043
0.130 -0.014 0.037
-0.374 0.057 -0.219
-0.208 -0.355 -0.380
0.203 0.157 0.324
-0.217 0.055 0.090
0.075 -0.001 -0.072
-0.491 -0.150 -0.303
-0.017 0.001 -0.025
-0.023 0.016 0.029
-0.141 0.049 0.045
-0.040 0.035 0.176
0.325 -0.041 0.195
-0.003 0.001 -0.014
0.006 0.000 -0.014
0.017 -0.002 0.007
0.033 0.003 0.032
0.007 -0.014 0.008
-0.022 0.003 0.025
0.011 -0.013 0.004
0.004 0.000 -0.027
-0.010 0.001 -0.004
-0.009 0.003 -0.010
0.004 -0.010 -0.002
0.005 0.031 0.005
0.099 0.054 0.080
0.000 -0.026 0.008
0.017 -0.007 -0.018
0.031 -0.084 0.038
0.048 0.043 0.032
-0.016 0.009 -0.009
0.000 -0.013 -0.042
-0.002 -0.009 -0.018
0.016 0.014 0.037
-0.010 0.011 -0.002
-0.008 0.011 -0.005
0.023 0.038 0.032
-0.024 -0.013 0.031


Entry 3:
Here is a molecular structure, C25H25IN3O4STeW at a distorted geometry from the Open Molecules 2025 dataset. Energies are from ωB97M-V/def2-TZVPD.

Calculated values
Lowest unoccupied orbital energy (spin up / spin down)   -4.106 / -4.895 eV
Spin multiplicity   3
Maximum force   0.0232 hartree/bohr
Charge   +1

CARTESIAN COORDINATES (ANGSTROEM)
W  0.003495  0.086485  0.264071
I  4.904649  -1.843036  -3.434312
Te  0.933814  -2.799678  1.254750
S  -1.362734  -2.511184  -1.288882
O  0.038793  -2.945955  -1.375484
O  -2.197919  -2.864142  -2.394406
O  -1.564806  2.053386  -2.988766
O  -0.365964  1.431065  -1.228464
N  1.678528  -0.226630  -1.229950
N  2.044037  0.843249  -1.966107
N  -1.357344  -0.918469  -1.027388
C  2.728489  2.268654  0.848120
C  -0.155007  -5.116505  4.719610
C  -1.543397  -5.607539  1.542977
C  3.072958  0.559002  -2.769097
C  -1.350816  -2.458718  1.362277
C  0.204012  -4.532394  3.388502
C  -1.668831  -3.257695  0.313643
C  1.401939  0.411361  1.966104
C  0.209083  2.311519  1.068739
C  1.419927  1.676665  1.275393
C  -1.553792  -7.029415  1.028683
C  -1.041820  1.700517  1.418049
C  -2.010159  -0.110107  -2.066358
C  0.901757  -3.402820  3.249757
C  -1.012052  0.634374  2.350237
C  3.420257  -0.758736  -2.540858
C  0.197273  0.030442  2.643009
C  2.520319  -1.199918  -1.569557
C  -0.588907  -7.569140  0.273728
C  -0.121195  -5.363569  2.179292
C  -1.326483  1.230161  -2.153895
C  -1.185742  -4.682685  0.335912
C  0.284442  -4.777172  0.815451
C  0.665454  -6.949555  -0.228010
C  1.108918  -5.705355  -0.022694
H  2.343346  -0.058378  2.212597
H  -1.969892  2.184041  1.156677
H  1.281027  -7.594914  -0.842626
H  1.302929  -2.810188  4.060003
H  -3.069101  0.053074  -1.855219
H  3.193195  2.754330  1.707920
H  2.438495  -2.182529  -1.143580
H  0.360011  -6.067121  4.873083
H  2.594645  3.014540  0.066730
H  3.470540  1.293378  -3.449806
H  -1.678031  -1.436616  1.207236
H  -1.227902  -5.319603  4.759217
H  0.195270  -0.834593  3.293022
H  -1.947828  -0.579153  -3.047338
H  -1.339406  -5.168011  -0.624460
H  1.385814  1.617818  -1.983246
H  -1.928731  0.255820  2.779727
H  0.096901  -4.448403  5.540531
H  2.040322  -5.384795  -0.470943
H  0.189369  3.208110  0.465108
H  -2.405487  -7.648760  1.283185
H  -0.726894  -8.599135  -0.030384
H  -2.418628  -5.344799  2.132352
H  3.407284  1.496092  0.487371
H  0.370419  -6.320890  2.365014

Force components x, y, z for each atom (eV/Å):
0.217 0.860 -0.795
0.156 -0.107 -0.086
-0.071 0.011 0.512
0.176 -0.344 -0.182
0.030 0.060 -0.153
-0.199 0.060 0.181
-0.080 -0.019 -0.013
-0.262 -0.261 -0.399
-0.186 0.027 0.149
-0.193 -0.086 0.023
0.052 0.240 0.260
-0.045 -0.022 -0.035
-0.019 0.001 0.033
0.103 -0.058 0.018
0.019 -0.020 -0.107
-0.099 -0.051 -0.469
0.000 0.024 0.120
0.186 -0.407 -0.004
0.015 0.023 0.164
0.053 0.057 -0.105
0.086 0.106 0.334
-0.044 0.013 0.019
0.035 -0.022 0.007
-0.037 -0.061 0.162
-0.065 -0.192 -0.027
-0.190 0.000 0.057
-0.149 0.244 0.173
0.174 -0.231 0.014
-0.007 -0.089 0.037
0.173 0.088 -0.066
-0.119 -0.068 -0.009
0.277 0.225 0.084
-0.166 0.125 -0.002
0.250 0.058 -0.197
-0.105 -0.093 0.032
-0.092 -0.025 0.124
-0.004 -0.076 -0.051
-0.012 -0.010 -0.046
-0.030 -0.026 0.005
-0.026 -0.027 0.038
-0.015 0.012 0.018
0.025 0.002 -0.016
-0.007 -0.025 0.002
-0.023 -0.011 -0.022
-0.001 0.014 0.014
0.010 -0.031 -0.007
0.199 0.053 0.347
0.007 -0.004 -0.018
-0.018 0.003 0.023
-0.019 -0.008 -0.006
-0.022 0.027 -0.017
0.059 0.025 -0.032
-0.001 -0.046 -0.025
0.023 0.007 -0.019
-0.016 0.057 0.009
-0.010 -0.019 -0.042
-0.001 0.019 0.008
0.009 0.001 -0.006
-0.003 0.006 -0.003
0.005 0.001 0.006
-0.003 -0.007 -0.015